1.
# C4H9NOS

One molecule with the formula C4H9NOS in a non-equilibrium geometry (ωB97M-V/def2-TZVPD, the OMol25 dataset).

Geometry (Å):
C  -1.8908  -1.5348  0.1842
C  -0.5262  0.5446  -0.5240
C  -0.6566  1.9652  -0.0413
C  3.2429  -0.4739  0.3093
H  -1.1988  -2.1809  -0.5115
H  -2.1795  -1.9472  1.1587
H  -2.9002  -1.4444  -0.4681
H  -1.0323  0.3989  -1.3291
H  -0.4786  2.0447  1.1375
H  0.0254  2.6505  -0.6107
H  -1.8206  2.1476  -0.1694
H  3.8314  -0.2418  1.0546
H  3.6066  -1.5175  -0.1896
N  2.1814  0.3202  0.3939
O  -1.2108  -0.2860  0.4558
S  1.0067  -0.4451  -0.8503

Its SMILES is C=NS[C@H](C)OC. For the gap between HOMO and LUMO, the calculation gives 0.3453 Ha. Its HOMO energy is -8.598 eV.

Atomic partial charges in e from the Mulliken method, atoms 1 to 5: atom 1 (C): -0.537, atom 2 (C): 0.009, atom 3 (C): -1.007, atom 4 (C): -0.207, atom 5 (H): 0.228

---

2.
# C4H9NOS

One molecule with the formula C4H9NOS in a non-equilibrium geometry (ωB97M-V/def2-TZVPD, the OMol25 dataset).

Geometry (Å):
O  2.6105  1.2602  -0.0750
C  2.3707  0.1580  -0.6385
N  1.1905  -0.4913  -0.4054
C  -0.0868  0.2937  -0.1270
C  -0.6584  -0.2096  1.1962
S  -2.2166  0.7617  1.8049
C  -0.9450  0.1297  -1.4325
H  2.9550  -0.5554  -1.1924
H  1.3980  -1.4202  -0.1467
H  0.1770  1.3602  -0.2329
H  0.0149  -0.2749  2.0994
H  -0.9591  -1.2996  1.1757
H  -2.2948  -0.1533  2.9555
H  -0.4467  0.5175  -2.3395
H  -1.3663  -0.9274  -1.3974
H  -1.7428  0.8506  -1.2444

Its SMILES is C[C@@H](CS)NC=O. For the gap between HOMO and LUMO, the calculation gives 0.3610 Ha. Its HOMO energy is -9.260 eV.

Atomic partial charges in e from the Mulliken method, atoms 1 to 5: atom 1 (O): -0.586, atom 2 (C): 0.009, atom 3 (N): -0.230, atom 4 (C): 0.033, atom 5 (C): -0.752

---

3.
# C4H9NOS

One molecule with the formula C4H9NOS (ωB97M-V/def2-TZVPD, the OMol25 dataset).

Geometry (Å):
C  -1.1662  -0.8809  0.6071
C  -0.5455  0.5211  0.7610
C  0.9683  0.4431  1.0068
S  1.8090  2.0180  0.6731
C  -1.0312  -1.3910  -0.8137
N  -1.9898  -0.9583  -1.6850
O  -0.1368  -2.1331  -1.1606
H  -2.2157  -0.8306  0.8954
H  -0.6622  -1.5984  1.2609
H  -0.6841  1.1005  -0.1504
H  -1.0851  1.0430  1.5461
H  1.1182  0.1725  2.0464
H  1.3639  -0.3319  0.3599
H  2.8990  1.4718  0.1238
H  -1.8547  -1.2334  -2.6532
H  -2.5695  -0.1519  -1.5215

Its SMILES is NC(=O)CCCS. For the gap between HOMO and LUMO, the calculation gives 0.3658 Ha. Its HOMO energy is -9.112 eV.

Atomic partial charges in e from the Mulliken method, atoms 1 to 5: atom 1 (C): -0.766, atom 2 (C): -0.576, atom 3 (C): -0.620, atom 4 (S): -0.248, atom 5 (C): 0.533

---

4.
# C4H9NOS

One molecule with the formula C4H9NOS in a non-equilibrium geometry (ωB97M-V/def2-TZVPD, the OMol25 dataset).

Geometry (Å):
C  2.4069  0.4254  -0.4661
C  1.2655  0.0614  -0.9250
C  -0.8356  -1.7659  1.5656
C  -1.3087  1.3106  -1.0503
N  -1.2137  -1.0115  0.3630
O  0.0609  1.2262  1.1952
S  -0.4633  0.3059  0.1990
H  3.2077  0.2409  -1.1592
H  2.4505  0.7324  0.6177
H  1.1072  -0.3505  -1.9542
H  -0.8739  -2.8132  1.1725
H  -1.5918  -1.6027  2.3722
H  0.2215  -1.4607  1.7838
H  -1.4568  2.2093  -0.3951
H  -0.7158  1.5926  -1.8750
H  -2.2608  0.8999  -1.4441

Its spin multiplicity is 3. The expectation value of S² is 2.023. For the gap between HOMO and LUMO (alpha / beta), the calculation gives 0.1574 / 0.2272 Ha. Its HOMO energy (alpha / beta) is -3.667 / -9.278 eV.

Atomic partial charges in e from the Mulliken method, atoms 1 to 5: atom 1 (C): -0.757, atom 2 (C): -0.358, atom 3 (C): -0.657, atom 4 (C): -0.926, atom 5 (N): -0.216

---

5.
# C4H9NOS

An isolated ion of composition C4H9NOS and charge +1 in a non-equilibrium geometry (ωB97M-V/def2-TZVPD, the OMol25 dataset).

Geometry (Å):
O  1.6723  -0.3312  -0.7911
C  1.2433  -0.5051  0.2834
N  -0.0738  -0.3405  0.6201
C  -1.1640  -0.4044  -0.4132
C  -1.1324  0.7057  -1.3223
S  -1.7489  2.1980  -0.5227
C  2.2175  -0.5731  1.4899
H  -0.2381  -0.8562  1.4890
H  -1.0967  -1.4547  -1.0298
H  -2.1595  -0.4492  0.1693
H  -1.4892  0.6293  -2.4333
H  -0.1925  0.9152  -1.7231
H  -3.2016  2.1961  -0.9021
H  2.1276  0.4320  1.8052
H  1.9563  -1.3801  2.1404
H  3.2798  -0.7817  1.1403

The total charge is +1. Its spin multiplicity is 2. The expectation value of S² is 0.753. For the gap between HOMO and LUMO (alpha / beta), the calculation gives 0.3166 / 0.1497 Ha. Its HOMO energy (alpha / beta) is -13.325 / -13.307 eV.

Atomic partial charges in e from the Mulliken method, atoms 1 to 5: atom 1 (O): -0.532, atom 2 (C): 0.547, atom 3 (N): -0.203, atom 4 (C): -0.618, atom 5 (C): -0.428

---

6.
# C4H9NOS2

One molecule with the formula C4H9NOS2 in a non-equilibrium geometry (ωB97M-V/def2-TZVPD, the OMol25 dataset).

Geometry (Å):
S  -1.4787  -3.0035  1.1243
S  -1.4765  -1.0935  1.8130
C  -1.1720  -0.0462  0.3544
C  0.2890  0.4789  0.2990
C  0.3082  1.9739  0.5794
N  0.8443  0.3197  -1.0496
C  1.1106  -0.9219  -1.5572
O  0.8458  -1.9648  -1.0081
H  -0.1684  -3.1711  0.8880
H  -1.8469  0.7973  0.4860
H  -1.4024  -0.6141  -0.5413
H  1.0061  -0.0433  0.9223
H  -0.3356  2.2546  1.4000
H  1.3083  2.3165  0.8218
H  -0.0666  2.5457  -0.2683
H  0.5832  1.0036  -1.7463
H  1.6515  -0.8317  -2.5176

Its SMILES is C[C@@H](CSS)NC=O. For the gap between HOMO and LUMO, the calculation gives 0.3457 Ha. Its HOMO energy is -8.685 eV.

Atomic partial charges in e from the Mulliken method, atoms 1 to 5: atom 1 (S): -0.199, atom 2 (S): -0.070, atom 3 (C): -0.951, atom 4 (C): 0.538, atom 5 (C): -1.554

---

7.
# C4H9NOS2

One molecule with the formula C4H9NOS2 (ωB97M-V/def2-TZVPD, the OMol25 dataset).

Geometry (Å):
C  -1.7414  -0.9553  -0.9306
C  0.3485  0.0928  -0.5010
C  -0.0028  1.3805  0.2691
C  1.7870  -0.3369  -0.2193
H  -1.5123  -1.0971  -1.9878
H  -2.3213  -1.7955  -0.5762
H  -2.3103  -0.0444  -0.8262
H  0.2626  0.2965  -1.5909
H  0.6865  2.1907  -0.0512
H  -1.0263  1.6792  -0.0480
H  0.9617  1.1118  2.0434
H  -0.4878  0.4399  2.0087
H  0.7858  -2.0844  0.8642
N  0.0247  1.2457  1.7143
O  -0.5591  -0.9385  -0.1478
S  2.0697  -1.7264  0.7704
S  3.0347  0.5416  -0.7909

Its SMILES is CO[C@@H](CN)C(=S)S. For the gap between HOMO and LUMO, the calculation gives 0.3137 Ha. Its HOMO energy is -8.771 eV.

Atomic partial charges in e from the Mulliken method, atoms 1 to 5: atom 1 (C): -0.789, atom 2 (C): 0.379, atom 3 (C): -0.847, atom 4 (C): -0.070, atom 5 (H): 0.339

---

8.
# C4H9NOS2

C4H9NOS2 as an isolated structure in a non-equilibrium geometry (ωB97M-V/def2-TZVPD, the OMol25 dataset).

Geometry (Å):
S  -0.1609  0.0393  -3.2356
S  -1.9451  0.1822  2.3699
C  -1.3833  0.1359  0.5532
C  -0.0753  0.9340  0.3308
C  1.0218  0.1668  1.0775
N  0.9913  -1.3647  0.3254
C  1.7690  -1.0931  -0.8504
O  2.1924  0.6736  1.0749
H  -1.2685  0.7619  -3.1254
H  -1.0947  -0.9394  0.4599
H  -2.2700  0.3895  -0.0977
H  -0.0727  1.9109  0.8328
H  0.1078  0.9847  -0.7613
H  0.6391  -0.1692  2.0589
H  2.5563  -0.3446  -0.6831
H  0.5471  -0.9634  -0.7951
H  2.0806  -1.8719  -1.5828

For the gap between HOMO and LUMO, the calculation gives 0.1131 Ha. Its HOMO energy is -8.036 eV.

Atomic partial charges in e from the Mulliken method, atoms 1 to 5: atom 1 (S): -0.417, atom 2 (S): -0.043, atom 3 (C): -0.535, atom 4 (C): -0.297, atom 5 (C): 0.336

---

9.
# C4H9NP

C4H9NP as an isolated structure in a non-equilibrium geometry (ωB97M-V/def2-TZVPD, the OMol25 dataset).

Geometry (Å):
C  2.4982  1.3094  0.5787
C  -1.9422  -1.2088  -0.2804
C  -0.9002  -0.1004  -0.0084
C  2.7565  1.1001  1.8115
N  -1.9539  -0.9459  -1.8100
P  -0.7966  0.5156  -1.5487
H  2.8013  0.8026  -0.3341
H  -1.6765  -2.2647  -0.1691
H  -2.8488  -0.9807  0.2258
H  -0.6779  0.1437  0.9853
H  3.3608  0.3724  2.2140
H  2.2681  1.7304  2.6341
H  1.8083  2.0533  0.3575
H  -1.6716  -1.7267  -2.5511
H  -3.0255  -0.8006  -2.1051

The total charge is +1. For the gap between HOMO and LUMO, the calculation gives 0.3097 Ha. Its HOMO energy is -13.248 eV.

Atomic partial charges in e from the Mulliken method, atoms 1 to 5: atom 1 (C): -0.542, atom 2 (C): -0.468, atom 3 (C): -0.071, atom 4 (C): -0.450, atom 5 (N): -0.438

---

10.
# C4H9NP

A 2-piece molecular cluster, C4H9NP overall in a non-equilibrium geometry (ωB97M-V/def2-TZVPD, the OMol25 dataset).

Geometry (Å):
C  -0.8276  0.4961  -2.1110
C  0.5005  1.2632  -2.2520
C  -0.0569  -0.7532  1.2670
C  -0.0833  -0.7301  2.7699
N  0.8249  -0.6849  0.4236
P  0.6468  -0.5239  -2.5169
H  -1.1949  0.4530  -1.0106
H  -1.6571  0.3696  -2.8603
H  0.7764  2.1232  -2.9272
H  0.7652  1.6184  -1.2426
H  -1.0386  -0.8370  0.7354
H  0.5724  0.1210  2.9585
H  0.1670  -1.6723  3.1148
H  -1.1749  -0.6492  2.9343
H  1.7804  -0.5940  0.7173

The total charge is +1. For the gap between HOMO and LUMO (alpha / beta), the calculation gives 0.2814 / 0.2815 Ha. Its HOMO energy (alpha / beta) is -14.536 / -14.536 eV.

Atomic partial charges in e from the Mulliken method, atoms 1 to 5: atom 1 (C): -0.273, atom 2 (C): -0.432, atom 3 (C): 0.022, atom 4 (C): -0.930, atom 5 (N): -0.335

---

11.
# C4H9NS

One molecule with the formula C4H9NS in a non-equilibrium geometry (ωB97M-V/def2-TZVPD, the OMol25 dataset).

Geometry (Å):
C  0.7475  -0.4606  1.2619
C  1.0956  0.4794  0.0399
C  0.7393  -0.1564  -1.2958
C  0.1733  0.6912  -2.3553
H  -0.9984  0.9853  1.9322
H  0.9295  -1.4524  1.0038
H  1.4187  -0.2877  2.1701
H  0.6279  1.5172  0.1351
H  2.2325  0.6443  0.0732
H  1.4124  -0.9877  -1.6234
H  0.2431  1.8252  -2.3161
H  0.4935  0.4654  -3.3571
H  -1.1096  0.2996  -0.7615
N  -0.6859  -0.1972  -1.5753
S  -1.0614  -0.3094  1.7416

Its SMILES is SCC[C@@H]1CN1. For the gap between HOMO and LUMO, the calculation gives 0.3729 Ha. Its HOMO energy is -9.215 eV.

Atomic partial charges in e from the Mulliken method, atoms 1 to 5: atom 1 (C): -0.600, atom 2 (C): -0.796, atom 3 (C): 0.133, atom 4 (C): -0.482, atom 5 (H): 0.120

---

12.
# C4H9NS

One molecule with the formula C4H9NS in a non-equilibrium geometry (ωB97M-V/def2-TZVPD, the OMol25 dataset).

Geometry (Å):
C  1.4087  0.2449  1.8018
C  0.2340  1.1002  1.4109
C  0.1601  1.4335  -0.0571
C  -0.9365  -2.1990  -0.5308
H  1.3667  -0.7574  1.2943
H  2.3514  0.6149  1.3494
H  1.4441  0.0618  2.9007
H  -0.7233  0.7239  1.6809
H  0.4079  2.0017  1.9544
H  -0.6349  2.2899  -0.3124
H  1.1045  1.9319  -0.3148
H  -0.2259  -2.6959  -1.1436
H  -1.6303  -2.8485  0.0134
N  -1.0579  -0.9215  -0.3404
S  -0.0783  0.1032  -1.2993

Its SMILES is C=NSCCC. For the gap between HOMO and LUMO, the calculation gives 0.3409 Ha. Its HOMO energy is -8.395 eV.

Atomic partial charges in e from the Mulliken method, atoms 1 to 5: atom 1 (C): -1.032, atom 2 (C): -0.469, atom 3 (C): -0.632, atom 4 (C): -0.290, atom 5 (H): 0.252

---

13.
# C4H9NS

One molecule with the formula C4H9NS in a non-equilibrium geometry (ωB97M-V/def2-TZVPD, the OMol25 dataset).

Geometry (Å):
C  0.1166  -0.8831  -1.4460
C  0.0364  -0.3355  -0.0882
C  -1.4160  0.0196  0.2783
C  -0.3655  1.1678  0.0765
H  0.4130  -2.0219  -1.5994
H  1.0390  -0.4386  -2.1318
H  -0.6112  -0.4510  -2.0663
H  2.0344  -0.9210  0.2041
H  -2.0254  0.1075  -0.7971
H  -1.6739  -0.3898  1.3171
H  0.3055  1.4041  0.9603
H  0.4489  2.1348  -1.1583
H  -0.9835  2.9773  -0.7741
N  -0.5073  2.0136  -1.0788
S  0.8985  -1.0193  1.2921

Its SMILES is C[C@]1(S)C[C@@H]1N. For the gap between HOMO and LUMO, the calculation gives 0.3427 Ha. Its HOMO energy is -8.755 eV.

Atomic partial charges in e from the Mulliken method, atoms 1 to 5: atom 1 (C): -1.288, atom 2 (C): 0.465, atom 3 (C): -0.846, atom 4 (C): 0.069, atom 5 (H): 0.309

---

14.
# C4H9NS

One molecule with the formula C4H9NS in a non-equilibrium geometry (ωB97M-V/def2-TZVPD, the OMol25 dataset).

Geometry (Å):
C  -1.0081  -0.5080  -1.3763
C  -0.3896  -0.1617  -0.0010
C  -0.0689  1.2981  0.2689
C  1.0601  0.2842  -0.0546
H  -0.8200  0.3108  -2.1545
H  -2.0959  -0.4426  -1.2691
H  -0.7635  -1.5039  -1.7136
H  -0.6431  -0.7061  1.9519
H  -0.5504  -1.9481  0.9117
H  -0.0642  1.6645  1.2684
H  -0.2168  1.9867  -0.5095
H  1.5328  0.3269  -1.0228
H  2.8289  0.7409  1.3663
N  -0.9196  -1.0008  1.0410
S  2.1183  -0.3407  1.2931

Its SMILES is C[C@]1(N)C[C@H]1S. For the gap between HOMO and LUMO, the calculation gives 0.3615 Ha. Its HOMO energy is -8.939 eV.

Atomic partial charges in e from the Mulliken method, atoms 1 to 5: atom 1 (C): -1.370, atom 2 (C): 0.798, atom 3 (C): -0.895, atom 4 (C): -0.312, atom 5 (H): 0.283

---

15.
# C4H9NS

A 2-piece molecular cluster, C4H9NS overall in a non-equilibrium geometry (ωB97M-V/def2-TZVPD, the OMol25 dataset).

Geometry (Å):
C  0.4081  -1.3391  -0.1204
C  0.8987  -2.3125  -1.2436
C  -1.2897  1.7691  -0.2881
C  -0.0650  1.0861  -0.0081
N  0.1824  -0.1094  -0.4218
S  -0.0038  0.5937  2.6633
H  0.3679  -1.5892  1.0503
H  1.6490  -1.7746  -1.6846
H  1.0981  -3.2736  -0.8483
H  0.0557  -2.4499  -1.8762
H  -1.1290  2.7670  -0.9833
H  -1.6916  2.1633  0.7025
H  -2.1011  1.1808  -0.6019
H  0.6824  1.6050  0.6477
H  0.9380  1.6833  3.0125

For the gap between HOMO and LUMO (alpha / beta), the calculation gives 0.2639 / 0.2639 Ha. Its HOMO energy (alpha / beta) is -7.476 / -7.477 eV.

Atomic partial charges in e from the Mulliken method, atoms 1 to 5: atom 1 (C): 0.174, atom 2 (C): -1.017, atom 3 (C): -0.823, atom 4 (C): -0.164, atom 5 (N): -0.247

---

16.
# C4H9O

A 2-piece molecular cluster, C4H9O overall in a non-equilibrium geometry (ωB97M-V/def2-TZVPD, the OMol25 dataset).

Geometry (Å):
C  0.6857  -1.0760  1.9665
O  1.0392  0.2001  1.6733
H  1.5848  -1.7058  2.2861
H  0.3105  -1.7099  1.1114
H  0.0399  -1.2411  2.8391
C  0.5495  0.1973  -1.6767
C  -0.6853  0.2649  -0.7424
C  -1.8461  0.6949  -1.2916
H  0.3881  0.8437  -2.5633
H  0.5336  -0.8117  -2.1250
H  1.5227  0.2798  -1.1953
H  -0.0829  0.4994  0.1822
H  -2.8431  0.4726  -0.9446
H  -1.7163  0.9977  -2.3364

The total charge is -1. For the gap between HOMO and LUMO, the calculation gives 0.2428 Ha. Its HOMO energy is -2.390 eV.

Atomic partial charges in e from the Mulliken method, atoms 1 to 5: atom 1 (C): -0.566, atom 2 (O): -0.864, atom 3 (H): 0.176, atom 4 (H): 0.149, atom 5 (H): 0.161